Record 1
10 unconnected molecules or ions with the total composition H20O10 in a non-equilibrium geometry. Source: the OMol25 dataset; level of theory: ωB97M-V with the def2-TZVPD basis set.

The geometry in ORCA input format:
```
! wB97M-V def2-TZVPD RIJCOSX def2/J DEFGRID3
* xyz 0 1
O 0.795 -0.198 0.058
H -0.033 0.293 0.004
H 1.249 0.190 0.814
O 3.167 0.727 -1.060
H 2.907 -0.134 -0.712
H 4.034 0.885 -0.672
O -2.570 1.588 -2.105
H -2.944 1.311 -2.949
H -2.114 0.803 -1.782
O 4.330 2.484 1.848
H 4.948 2.851 2.490
H 3.558 2.247 2.375
O -3.002 1.211 1.118
H -2.779 0.618 0.392
H -3.966 1.214 1.131
O -0.073 -5.001 -0.604
H 0.601 -5.452 -0.084
H 0.306 -4.132 -0.778
O 0.945 -2.394 -0.920
H 1.478 -2.834 -0.248
H 1.570 -2.208 -1.630
O -1.107 -1.176 3.271
H -1.477 -0.692 4.018
H -0.438 -0.581 2.914
O 0.870 3.812 -0.659
H -0.088 3.783 -0.768
H 1.146 4.554 -1.209
O -3.507 -1.038 -1.001
H -2.647 -1.431 -1.186
H -4.081 -1.395 -1.689
*
```

The molar mass comes out at 180.1 u. For the energy relative to the best compared isomer or geometry (same formula, charge and spin), the calculation gives 394.9 kJ/mol. The calculated total energy comes out at -764.33151 a.u. The calculation puts the HOMO-LUMO gap at 10.97 eV. The LUMO energy is 0.1 eV.

Record 2
10 unconnected molecules or ions with the total composition H20O10 in a non-equilibrium geometry. Source: the OMol25 dataset; level of theory: ωB97M-V with the def2-TZVPD basis set.

The geometry in ORCA input format:
```
! wB97M-V def2-TZVPD RIJCOSX def2/J DEFGRID3
* xyz 0 1
O -0.547 0.502 1.231
H -1.112 1.219 1.416
H -0.041 0.645 0.415
O 0.250 -1.560 -0.330
H -0.509 -1.159 -0.879
H 0.963 -0.933 -0.351
O -2.220 3.278 -2.292
H -2.462 2.519 -2.742
H -1.290 3.561 -2.600
O 0.047 -1.215 -3.376
H 0.819 -1.561 -2.903
H -0.400 -0.476 -2.796
O 3.398 1.652 1.019
H 3.015 0.811 0.728
H 4.406 1.411 1.123
O -0.054 -3.785 2.261
H -0.739 -3.445 2.866
H 0.491 -4.254 2.856
O 0.931 1.406 3.612
H 0.749 0.643 4.036
H 1.751 1.151 3.157
O -2.264 -1.042 1.028
H -3.060 -0.634 1.424
H -2.149 -1.760 1.598
O -3.190 -1.463 -0.979
H -2.479 -0.988 -0.660
H -3.168 -2.257 -0.459
O 2.768 2.850 -2.679
H 2.877 2.712 -3.562
H 3.216 2.170 -2.163
*
```

The molar mass comes out at 180.1 u. For the energy relative to the best compared isomer or geometry (same formula, charge and spin), the calculation gives 616.7 kJ/mol. The calculated total energy comes out at -764.24705 a.u. The calculation puts the HOMO-LUMO gap at 9.65 eV. The LUMO energy is -0.3 eV.

Record 3
10 unconnected molecules or ions with the total composition H20O9S2 in a non-equilibrium geometry. Source: the OMol25 dataset; level of theory: ωB97M-V with the def2-TZVPD basis set.

The geometry in ORCA input format:
```
! wB97M-V def2-TZVPD RIJCOSX def2/J DEFGRID3
* xyz 1 2
S -3.112 -1.301 -0.286
S -3.472 0.126 1.103
H -2.481 -0.583 -1.267
H -4.032 1.180 0.437
H 2.067 2.132 -1.932
H 2.682 0.834 -1.402
O 2.188 1.204 -2.166
H -1.538 2.264 0.012
H -2.273 3.141 -1.146
O -2.010 2.264 -0.850
H 1.568 0.447 2.318
H 2.165 0.484 0.942
O 1.666 1.064 1.565
H 0.539 -3.062 0.912
H 0.752 -3.387 -0.610
O 1.184 -3.183 0.214
H 0.026 0.402 -2.529
H -1.278 1.020 -1.825
O -0.876 0.300 -2.339
H -0.916 -1.441 -1.979
H -1.102 -2.784 -2.565
O -1.418 -2.280 -1.835
H 2.955 -1.179 -0.934
H 2.178 -1.720 0.195
O 2.619 -0.878 -0.093
H 1.679 -0.488 4.109
H 0.294 -1.093 3.889
O 1.143 -0.997 3.432
H -1.107 2.499 1.919
H 0.342 2.204 1.410
O -0.434 2.811 1.298
*
```

The molar mass comes out at 228.3 u. As for the expectation value of S²: 0.755. The calculated total energy comes out at -1485.22081 a.u. The calculation puts the HOMO-LUMO gap (alpha / beta) at 9.74 / 5.87 eV. The LUMO energy (alpha / beta) is -4.2 / -8.0 eV.

Record 4
A molecular structure, H21O10 in a non-equilibrium geometry. Source: the OMol25 dataset; level of theory: ωB97M-V with the def2-TZVPD basis set.

The geometry in ORCA input format:
```
! wB97M-V def2-TZVPD RIJCOSX def2/J DEFGRID3
* xyz 1 1
O 0.609 -0.940 0.360
H 1.378 -0.451 0.690
H -1.829 0.861 0.459
O -1.145 0.690 -0.248
H -1.783 0.247 -0.859
H -2.035 0.269 3.182
O -1.070 0.096 3.108
H 0.675 -1.221 -0.537
H -0.727 0.364 3.943
O 0.806 -3.526 -0.577
H 1.353 -4.331 -0.446
H -0.042 -3.921 -0.730
O 1.118 3.690 -0.058
H -2.362 -1.001 -3.279
H 0.651 2.925 -0.468
O 3.349 0.629 -0.474
H 4.101 1.013 -1.087
H 0.492 4.024 0.620
O 0.778 1.986 2.437
H 3.116 1.324 0.155
H 0.068 1.671 3.050
O -3.177 -0.473 0.017
H -4.052 -0.209 0.348
H 1.280 2.789 2.645
O 1.369 -0.721 -2.330
H -0.536 -0.394 0.168
O -2.084 -1.498 -2.457
H -1.149 -1.533 -2.294
H -3.196 -1.084 -0.716
H 1.937 0.114 -2.340
H 2.106 -1.390 -2.281
*
```

The molar mass comes out at 181.2 u. For the energy relative to the best compared isomer or geometry (same formula, charge and spin), the calculation gives 224.3 kJ/mol. The calculated total energy comes out at -764.69840 a.u. The calculation puts the HOMO-LUMO gap at 10.94 eV. The LUMO energy is -2.9 eV.

Question: Which formula does entry 3 have?
Answer: H20O9S2

Copy entry 2 word for word.
10 unconnected molecules or ions with the total composition H20O10 in a non-equilibrium geometry. Source: the OMol25 dataset; level of theory: ωB97M-V with the def2-TZVPD basis set.

The geometry in ORCA input format:
```
! wB97M-V def2-TZVPD RIJCOSX def2/J DEFGRID3
* xyz 0 1
O -0.547 0.502 1.231
H -1.112 1.219 1.416
H -0.041 0.645 0.415
O 0.250 -1.560 -0.330
H -0.509 -1.159 -0.879
H 0.963 -0.933 -0.351
O -2.220 3.278 -2.292
H -2.462 2.519 -2.742
H -1.290 3.561 -2.600
O 0.047 -1.215 -3.376
H 0.819 -1.561 -2.903
H -0.400 -0.476 -2.796
O 3.398 1.652 1.019
H 3.015 0.811 0.728
H 4.406 1.411 1.123
O -0.054 -3.785 2.261
H -0.739 -3.445 2.866
H 0.491 -4.254 2.856
O 0.931 1.406 3.612
H 0.749 0.643 4.036
H 1.751 1.151 3.157
O -2.264 -1.042 1.028
H -3.060 -0.634 1.424
H -2.149 -1.760 1.598
O -3.190 -1.463 -0.979
H -2.479 -0.988 -0.660
H -3.168 -2.257 -0.459
O 2.768 2.850 -2.679
H 2.877 2.712 -3.562
H 3.216 2.170 -2.163
*
```

The molar mass comes out at 180.1 u. For the energy relative to the best compared isomer or geometry (same formula, charge and spin), the calculation gives 616.7 kJ/mol. The calculated total energy comes out at -764.24705 a.u. The calculation puts the HOMO-LUMO gap at 9.65 eV. The LUMO energy is -0.3 eV.